{"formula": "C4H7NO", "method": "wB97M-V/def2-TZVPD", "species": ["C", "C", "H", "H", "H", "O", "C", "H", "N", "H", "H", "C", "H"], "coordinates": [[-0.94474, -0.40507, -0.18318], [0.10075, -0.07367, -1.27837], [-0.01809, -0.59201, -2.23298], [1.11606, 1.27374, 0.33230], [0.19307, 0.99286, -1.52176], [-1.92963, 0.50858, 0.20406], [1.24774, -0.70598, -0.41372], [-1.47927, 1.30127, 0.52822], [0.92863, 0.59423, 1.06176], [0.23650, -1.33698, 1.58454], [-1.46444, -1.34042, -0.41984], [0.25250, -0.67986, 0.71246], [1.76092, 0.46331, 1.62651]], "mulliken_charge": [-0.242, -0.533, 0.306, 0.253, 0.309, -0.538, -0.713, 0.366, -0.577, 0.462, 0.364, 0.256, 0.288], "e_lumo_ha": 0.026, "e_tot_ev": -7794.41044, "multiplicity": 1, "homo_ev": -8.506, "gap_ev": 9.22}


{"formula": "C4H7NO", "method": "wB97M-V/def2-TZVPD", "species": ["H", "O", "H", "N", "H", "H", "C", "C", "C", "H", "H", "C", "H"], "coordinates": [[1.12267, 0.22859, -1.55957], [-2.59163, -0.99389, -0.01273], [-0.07251, 0.96692, -0.11373], [-0.33403, -1.00064, -0.75797], [1.30180, -0.67346, 1.38047], [-1.63579, 1.05561, 1.21852], [1.76384, -0.43584, 0.42135], [0.70661, -0.12558, -0.61083], [-1.49700, 0.87996, 0.15496], [2.34453, -1.30132, 0.09564], [-2.08968, 1.54388, -0.46908], [-1.46676, -0.55002, -0.28713], [2.44794, 0.40578, 0.54011]], "mulliken_charge": [0.337, -0.591, 0.029, -0.469, 0.289, 0.236, -1.050, 0.117, -0.330, 0.299, 0.248, 0.551, 0.334], "e_lumo_ha": -0.047, "e_tot_ev": -7795.31169, "multiplicity": 1, "homo_ev": -9.179, "gap_ev": 7.90}


{"formula": "C4H7NO", "method": "wB97M-V/def2-TZVPD", "species": ["C", "O", "N", "H", "C", "C", "H", "H", "H", "H", "H", "C", "H"], "coordinates": [[-1.69943, 0.50215, 0.45190], [1.36020, 1.57394, -0.39258], [1.46050, -0.80971, -0.43990], [-0.11950, -0.64520, 1.50800], [-0.28953, 0.13961, 0.77103], [0.88322, 0.56714, 0.05181], [1.94164, -1.33699, 0.28761], [2.07689, -0.67362, -1.23983], [-1.91889, 1.51317, 0.11299], [0.38512, -1.25947, -0.65382], [-0.73669, 0.17647, -1.37122], [-1.01487, -0.45184, -0.50498], [-2.41805, 0.12101, 1.17702]], "mulliken_charge": [-0.460, -0.541, -0.402, 0.126, -0.116, 0.408, 0.309, 0.281, 0.252, 0.547, 0.099, -0.743, 0.242], "e_lumo_ha": 0.017, "e_tot_ev": -7794.36665, "multiplicity": 1, "homo_ev": -7.587, "gap_ev": 8.06}


{"formula": "C4H7NO", "method": "wB97M-V/def2-TZVPD", "species": ["H", "C", "H", "H", "H", "O", "N", "H", "H", "C", "C", "H", "C"], "coordinates": [[0.73648, 1.26307, -2.35893], [-0.00246, -0.52962, 0.56134], [-0.47691, -2.37259, 1.33159], [0.64638, 0.42809, 2.42494], [-1.86164, -1.43317, 0.38124], [-0.18384, 1.99971, -0.71778], [-0.23334, 1.46113, -1.99168], [2.11607, 0.11499, 1.32539], [-0.55752, -2.23721, -0.51180], [-0.77209, -1.78046, 0.43710], [1.02656, 0.16770, 1.43146], [-0.57159, 2.21242, -2.64436], [0.13390, 0.70595, 0.33150]], "mulliken_charge": [0.223, 0.482, 0.302, 0.187, 0.230, -0.235, -0.509, 0.214, 0.269, -0.889, -0.574, 0.253, 0.045], "e_lumo_ha": 0.031, "e_tot_ev": -7792.83328, "multiplicity": 1, "smiles": "CC1=C(ON)C1", "homo_ev": -8.679, "gap_ev": 9.53}


{"formula": "C4H7NO2", "method": "wB97M-V/def2-TZVPD", "species": ["N", "H", "H", "H", "H", "O", "H", "C", "C", "H", "O", "C", "C", "H"], "coordinates": [[-1.22355, 0.79424, -0.20283], [-2.05202, -1.17122, -0.03400], [0.57835, 0.15134, 1.47531], [-1.41533, -0.80940, -1.65177], [0.54344, 1.18146, -1.39787], [2.24564, -0.01827, 0.25323], [-1.87852, 1.36796, -0.71814], [0.12213, -1.09750, -0.20394], [0.17396, 1.20641, -0.35560], [0.35799, 2.20477, 0.04778], [0.64154, -2.15414, -0.47519], [-1.27466, -0.61877, -0.57461], [0.86618, 0.07805, 0.41250], [2.42864, -0.94284, 0.02045]], "mulliken_charge": [-0.416, 0.323, 0.256, 0.265, 0.276, -0.543, 0.252, 0.390, -0.620, 0.368, -0.603, -0.402, 0.111, 0.342], "e_lumo_ha": 0.034, "e_tot_ev": -9846.02300, "multiplicity": 1, "smiles": "O=C1CNC[C@@H]1O", "homo_ev": -9.582, "gap_ev": 10.52}


{"formula": "C4H7NO2", "method": "wB97M-V/def2-TZVPD", "species": ["H", "O", "H", "H", "C", "H", "C", "H", "O", "N", "H", "C", "H", "C"], "coordinates": [[-1.01692, 2.77969, -0.33580], [-0.11863, -0.85194, 0.32828], [0.04016, -3.79609, -0.53172], [1.36562, 2.09217, 0.34455], [0.69212, 0.13869, 0.87827], [1.65946, -0.21306, 1.23173], [0.48570, 1.46051, 0.34001], [-1.40061, 1.07212, -0.65581], [0.04529, 1.07860, 1.66573], [-0.27880, -2.85340, -0.41889], [-0.19648, 1.92691, -1.65617], [-0.59892, 1.81608, -0.64175], [-1.16936, -2.60733, -0.84309], [0.49138, -2.04296, 0.29466]], "mulliken_charge": [0.315, -0.220, 0.267, 0.404, 0.157, 0.544, 0.024, 0.307, -0.468, -0.089, 0.307, -1.222, 0.205, -0.531], "e_lumo_ha": 0.038, "e_tot_ev": -9844.01923, "multiplicity": 1, "homo_ev": -9.042, "gap_ev": 10.09}


{"formula": "C4H7NO2", "method": "wB97M-V/def2-TZVPD", "species": ["O", "H", "O", "N", "C", "C", "H", "H", "C", "H", "C", "H", "H", "H"], "coordinates": [[1.08031, 1.68464, 2.58543], [-0.10395, 1.86534, 0.00575], [-0.22541, -0.06222, -1.61735], [-0.31200, -1.58200, 0.08203], [-0.08389, -0.25861, -0.31391], [0.82866, 0.80112, 1.76577], [-0.86449, -1.92618, -2.51851], [-0.98894, -0.29537, -3.46449], [0.07020, 0.86218, 0.46270], [1.42414, -0.24327, 2.04530], [-1.10333, -0.82746, -2.41915], [-0.23435, -1.68209, 1.11687], [-2.25952, -0.73767, -2.11213], [0.10206, -2.34945, -0.36420]], "mulliken_charge": [-0.508, 0.316, -0.311, -0.448, 0.687, -0.056, 0.260, 0.207, -0.469, 0.163, -0.588, 0.255, 0.278, 0.212], "e_lumo_ha": 0.021, "e_tot_ev": -9844.57315, "multiplicity": 1, "smiles": "CO/C(N)=C/C=O", "homo_ev": -8.890, "gap_ev": 9.47}


{"formula": "C4H7NO2", "method": "wB97M-V/def2-TZVPD", "species": ["N", "O", "H", "H", "H", "H", "H", "C", "O", "C", "H", "C", "H", "C"], "coordinates": [[-0.37979, 0.09825, -2.11728], [0.77851, -1.74279, -1.48750], [-0.11894, -0.11457, -3.06930], [1.42882, -1.75602, 0.82947], [-0.92553, 0.99116, 1.69959], [-0.54942, 1.07100, -1.91301], [-1.86804, 0.62448, 0.26994], [0.88737, -0.85964, 1.11455], [1.11311, -0.50415, 2.39491], [0.09629, -0.22774, 0.23416], [-0.60345, 1.85937, 0.19472], [0.20441, -0.71145, -1.17019], [0.82910, 0.41228, 2.51831], [-0.85747, 0.87616, 0.61169]], "mulliken_charge": [-0.402, -0.645, 0.256, 0.420, 0.410, 0.204, 0.343, 0.007, -0.503, 0.394, 0.333, 0.372, 0.290, -1.479], "e_lumo_ha": 0.021, "e_tot_ev": -9846.58316, "multiplicity": 1, "smiles": "C/C(=C\\O)C(N)=O", "homo_ev": -9.078, "gap_ev": 9.64}


{"formula": "C4H7NO2", "method": "wB97M-V/def2-TZVPD", "species": ["O", "H", "H", "C", "H", "C", "O", "H", "H", "H", "H", "C", "N", "C"], "coordinates": [[1.91933, 1.69443, -0.35523], [-2.00884, -1.08734, 0.65947], [2.80587, 1.88717, -0.68538], [-1.35727, -0.71173, -0.13203], [-0.90069, 1.50405, -0.29154], [0.00351, -1.44201, -0.31963], [-0.66507, 0.76527, 1.64804], [0.15532, -2.00606, -1.24281], [0.26346, -2.07312, 0.53610], [-1.91903, -0.61511, -1.06383], [0.06592, 1.34438, 1.89276], [-0.61856, 0.58975, 0.24804], [1.80746, 0.31748, -0.57273], [0.65422, -0.08416, -0.23929]], "mulliken_charge": [-0.382, 0.291, 0.373, -0.717, 0.326, -0.420, -0.547, 0.310, 0.220, 0.267, 0.352, 0.297, -0.595, 0.226], "e_lumo_ha": 0.031, "e_tot_ev": -9843.97645, "multiplicity": 1, "smiles": "O/N=C1/CC[C@H]1O", "homo_ev": -9.822, "gap_ev": 10.66}